18
Properties=species:S:1:pos:R:3:forces:R:3:lowdin_charge:R:1 method="wB97M-V/def2-TZVPD" homo_lumo_gap_ev=9.35 largest_force_ev_per_a=4.1 multiplicity=1 de_lowest_kj_mol=13.3
C -0.380 1.059 -1.976 -0.800 -2.954 1.450 0.05
C 0.458 0.801 -0.729 -1.022 2.204 -0.856 -0.50
F 1.559 1.580 -0.817 0.688 0.422 0.032 0.02
C -0.309 0.907 0.577 -0.694 0.077 2.038 -0.42
F -1.494 1.606 0.664 1.299 -0.577 -0.500 0.08
F 0.452 1.325 1.678 -0.605 0.122 -1.513 0.07
C -0.366 -0.635 0.624 -0.383 -0.508 0.815 -0.72
C -0.038 -1.189 2.037 -3.766 -0.009 -1.572 -0.13
I -2.172 -1.560 -0.132 0.076 0.319 0.402 1.00
C 0.683 -0.655 -0.509 1.164 -1.512 0.655 -0.79
F 0.444 -1.499 -1.563 0.153 0.374 0.391 -0.10
I 2.751 -1.032 0.073 -0.485 -0.133 0.010 1.00
H 0.031 0.285 -2.581 -0.236 -0.264 -1.385 0.08
H -0.100 1.962 -2.343 0.411 2.872 -1.040 0.07
H -1.467 0.900 -1.870 0.680 0.257 0.039 0.09
H 0.086 -2.243 1.829 -0.087 -0.399 0.874 0.07
H -0.964 -0.879 2.674 1.834 -1.019 -0.809 0.13
H 0.826 -0.732 2.364 1.773 0.727 0.967 0.01

***

25
Properties=species:S:1:pos:R:3:forces:R:3:lowdin_charge:R:1 method="wB97M-V/def2-TZVPD" homo_lumo_gap_ev=8.81 largest_force_ev_per_a=9.5 multiplicity=1
O 3.785 -1.852 -0.796 -6.758 0.406 4.708 -0.06
C 2.697 -1.798 0.008 4.709 -0.629 -4.636 -0.28
O 1.540 -2.632 -0.358 2.964 2.799 -0.222 -0.01
C 2.785 -0.759 1.279 -0.595 -0.908 0.814 -0.08
C 1.812 0.564 1.147 0.362 -0.580 1.843 -0.20
N 2.028 1.383 -0.105 -3.871 0.000 0.770 0.05
C 0.834 2.236 -0.470 3.965 5.003 -6.194 -0.29
O 1.067 3.261 -1.337 -2.161 -6.929 6.086 0.03
O -0.550 2.063 -0.003 0.513 -1.789 -1.170 -0.17
S -1.372 0.842 -0.874 2.073 -3.852 -6.020 0.92
O -1.655 1.181 -2.358 0.827 -0.259 6.176 -0.28
O -0.673 -0.540 -0.752 -2.487 5.399 0.724 -0.31
C -3.076 0.649 -0.045 -1.681 2.104 3.128 -0.19
F -2.795 0.748 1.432 -1.133 -0.150 -4.562 0.00
F -4.013 1.738 -0.426 3.309 -3.872 1.269 0.03
C -3.740 -0.844 -0.280 -1.099 -2.907 0.204 -0.13
F -3.163 -1.792 0.745 -2.199 3.472 -3.911 0.03
F -5.228 -0.757 -0.031 5.569 -0.375 -1.102 0.04
F -3.464 -1.414 -1.638 -1.249 2.285 5.132 0.05
H 1.626 -2.733 -1.371 0.157 0.069 2.241 0.15
H 3.923 -0.477 1.504 -2.608 -0.710 -1.121 0.15
H 2.428 -1.366 2.243 0.565 1.416 -2.095 0.14
H 0.712 0.209 1.329 2.046 0.692 -0.683 0.12
H 2.100 1.270 2.065 -0.619 -1.604 -1.952 0.15
H 2.393 0.822 -0.906 -0.595 0.918 0.573 0.15

***

19
Properties=species:S:1:pos:R:3:forces:R:3:lowdin_charge:R:1 method="wB97M-V/def2-TZVPD" homo_lumo_gap_ev=8.48 largest_force_ev_per_a=4.8 multiplicity=1 charge=+1 de_lowest_kj_mol=401.7
C 1.061 0.497 -0.338 -0.469 0.778 -0.112 -0.03
C 0.641 1.792 -0.113 -1.542 0.313 1.087 0.11
C 0.498 -0.971 0.281 1.728 -2.097 -3.953 -0.07
C 1.847 -0.530 0.512 0.316 -1.019 1.080 -0.27
C 3.168 -0.826 -0.282 -0.195 -0.639 2.964 -0.46
C -0.524 -0.879 1.237 -0.700 -0.027 1.228 -0.01
N 3.616 0.566 -0.395 3.179 1.028 -1.238 0.00
F 2.215 -0.254 1.781 -0.666 0.022 -0.486 0.15
F 0.223 2.295 1.047 1.097 -1.194 -1.880 0.16
F 3.926 -1.764 0.353 -0.647 1.552 0.055 0.17
F 3.085 -1.239 -1.509 -0.836 -0.068 -1.259 0.22
F 4.970 0.460 -0.636 -0.111 -0.112 -0.545 0.07
F 3.651 1.383 0.713 -0.673 -0.816 0.280 0.07
H 1.331 0.330 -1.347 0.050 0.255 -1.000 0.14
H 0.476 2.480 -0.973 0.364 -0.321 0.812 0.19
H 0.349 -1.744 -0.554 0.367 1.628 0.739 0.21
H -1.448 -0.519 0.870 -1.002 0.075 -0.544 0.12
H -0.125 -0.187 1.893 -0.009 1.374 2.307 0.08
H -0.636 -1.823 1.723 -0.252 -0.733 0.465 0.13

***

16
Properties=species:S:1:pos:R:3:forces:R:3:lowdin_charge:R:1 method="wB97M-V/def2-TZVPD" homo_lumo_gap_ev=8.40 largest_force_ev_per_a=1.6 multiplicity=1 de_lowest_kj_mol=264.5
C -1.360 -0.797 1.459 0.035 0.023 -0.136 0.03
C -1.352 -1.079 0.162 -0.028 -0.153 0.216 -0.19
C -1.364 -0.073 -0.886 0.073 0.635 -0.126 -0.10
C -0.585 1.010 -0.987 -0.624 -0.327 -0.359 -0.10
C 0.573 1.398 -0.219 0.793 -0.544 0.251 0.02
C 1.677 0.705 0.092 -0.353 1.475 0.373 -0.21
F 2.687 1.320 0.720 -0.264 -0.265 -0.134 0.10
N 1.996 -0.661 -0.198 0.143 -0.651 -0.205 -0.33
O 1.158 -1.325 -0.778 0.057 0.026 -0.045 0.08
O 3.089 -1.057 0.143 0.135 -0.008 0.075 0.11
H -1.403 -1.561 2.215 0.012 -0.211 0.078 0.06
H -1.342 0.225 1.801 -0.002 0.193 0.044 0.07
H -1.430 -2.098 -0.189 0.038 -0.205 0.106 0.11
H -2.129 -0.211 -1.639 -0.093 0.107 -0.097 0.11
H -0.832 1.751 -1.739 -0.109 -0.043 -0.136 0.11
H 0.618 2.452 0.042 0.188 -0.054 0.096 0.13

***

17
Properties=species:S:1:pos:R:3:forces:R:3:lowdin_charge:R:1 method="wB97M-V/def2-TZVPD" homo_lumo_gap_ev=9.68 largest_force_ev_per_a=3.7 multiplicity=1 de_lowest_kj_mol=0.0
O -0.075 2.144 -1.536 -0.752 -1.553 2.704 0.04
C 0.348 1.060 -0.703 -0.587 2.016 1.033 -0.23
C 1.305 0.159 -1.062 -0.122 -1.088 0.226 -0.03
C 1.754 -0.934 -0.294 -2.250 2.855 0.728 -0.05
C 1.133 -1.073 0.932 0.680 -0.723 0.836 -0.11
C 0.279 -0.088 1.426 -1.234 0.540 1.458 -0.06
C -0.099 1.001 0.646 1.375 -1.480 -1.182 -0.27
F -0.984 1.915 1.057 -0.377 0.388 0.395 0.07
H -0.791 2.515 -0.936 1.022 -0.055 -1.508 0.12
H 1.590 0.162 -2.055 0.945 0.436 -1.937 0.10
H 2.603 -1.408 -0.653 1.017 -1.610 -0.452 0.09
H 1.308 -1.959 1.559 0.129 0.544 -0.197 0.11
H -0.180 -0.196 2.473 0.766 0.198 -1.678 0.15
O -1.621 -1.512 -1.508 -0.787 0.516 0.601 0.06
N -1.567 -1.175 -0.379 1.387 -1.418 -0.527 -0.14
O -2.629 -0.460 0.045 -0.717 1.333 1.664 0.01
H -2.372 -0.150 0.989 -0.494 -0.898 -2.163 0.14

***

18
Properties=species:S:1:pos:R:3:forces:R:3:lowdin_charge:R:1 method="wB97M-V/def2-TZVPD" homo_lumo_gap_ev=7.31 largest_force_ev_per_a=6.6 multiplicity=1 charge=-1 de_lowest_kj_mol=120.9
O 0.049 2.255 -2.512 0.082 -0.100 1.438 -0.34
S -0.326 1.281 -1.497 2.511 -1.166 -3.210 0.73
O -1.764 1.033 -1.490 1.614 -0.134 1.389 -0.30
C 0.771 -0.117 -1.654 -2.125 0.106 1.623 -0.25
C 0.340 -1.269 -0.943 0.845 -3.744 -1.948 -0.27
C -0.314 -1.667 0.167 -0.938 1.960 1.587 -0.14
C -0.636 -0.819 1.371 0.101 5.231 -2.086 -0.25
O -1.850 0.175 1.258 0.991 -2.943 2.317 -0.10
C 0.607 0.210 1.636 -0.022 -4.002 0.842 0.04
C 0.871 1.275 0.833 1.979 -2.131 4.963 -0.54
F 1.870 2.136 1.151 1.746 -0.451 0.788 0.05
O 0.182 1.953 0.045 -4.761 1.654 -4.249 -0.09
H 1.736 -0.269 -2.156 -0.794 1.370 -0.240 0.07
H 0.624 -2.303 -1.501 -0.430 2.270 0.570 0.12
H -0.781 -2.613 0.223 0.119 -1.248 -0.175 0.06
H -0.960 -1.339 2.231 0.345 -0.746 0.925 0.10
H -1.718 0.564 0.434 -0.225 1.066 -2.295 -0.05
H 1.298 -0.485 2.402 -1.037 3.008 -2.239 0.16

***

16
Properties=species:S:1:pos:R:3:forces:R:3:lowdin_charge:R:1 method="wB97M-V/def2-TZVPD" homo_lumo_gap_ev=6.63 largest_force_ev_per_a=4.9 multiplicity=1 charge=+3
C -1.498 -2.273 -1.626 0.265 1.080 -1.080 -0.07
C -1.163 -2.410 -0.303 0.165 1.146 1.663 -0.14
C -1.911 -2.028 0.884 -0.988 -1.824 -1.133 -0.10
H -0.842 -2.753 -2.362 -0.333 -0.127 0.099 0.09
H -2.525 -2.037 -1.927 0.235 -0.255 -0.034 0.10
H -0.138 -2.711 -0.067 -0.292 -0.486 -0.012 0.15
H -1.744 -2.656 1.768 0.278 0.559 0.077 0.17
C -3.256 -1.734 0.751 -0.110 -0.169 -0.195 -0.05
O -4.341 -1.422 0.647 0.706 -0.101 0.111 0.36
O -0.674 1.043 -0.247 2.191 -0.023 -0.085 -0.26
C -0.532 0.726 0.945 -4.134 -2.564 0.526 -0.28
C -0.845 -0.055 1.943 2.527 4.079 -0.283 0.13
Mg -0.411 -0.205 -1.850 -0.374 -0.906 0.411 1.32
Tl -1.430 3.745 -0.525 -0.268 1.124 0.018 1.19
H -0.008 0.827 2.399 0.190 -0.942 -0.228 0.25
H -1.648 0.159 2.648 -0.059 -0.589 0.146 0.15

***

13
Properties=species:S:1:pos:R:3:forces:R:3:lowdin_charge:R:1 method="wB97M-V/def2-TZVPD" homo_lumo_gap_ev=8.01 largest_force_ev_per_a=3.0 multiplicity=1 charge=+1 de_lowest_kj_mol=349.0
C -1.067 -0.186 1.375 0.563 0.289 0.357 -0.01
C 0.914 0.264 0.780 -0.748 -0.804 -2.744 -0.11
C 1.667 0.974 -0.239 0.492 0.745 -0.144 0.08
C -0.464 -0.975 -0.998 -0.954 -0.566 -0.469 -0.05
C -1.216 -0.041 -0.105 2.414 -0.458 -0.735 0.09
C 0.682 -0.166 -0.517 -1.101 0.801 1.713 -0.03
N 0.109 0.037 1.825 -0.769 -0.141 1.915 0.18
H -1.886 -0.455 2.027 -0.104 -0.153 0.084 0.14
H 1.481 2.028 -0.428 -0.011 0.003 -0.014 0.13
H 2.692 0.663 -0.432 -0.030 -0.019 0.068 0.13
H -0.375 -2.022 -0.710 0.001 0.043 0.022 0.15
H -0.724 -0.872 -2.048 0.046 -0.025 0.084 0.14
H -1.814 0.752 -0.530 0.200 0.285 -0.137 0.15